Here is C4H10N2O2 in the gas phase from the OMol25 dataset. Energies are from ωB97M-V/def2-TZVPD.

Geometry as XYZ:
```
18
C4H10N2O2 ωB97M-V/def2-TZVPD
O 0.1824 0.2314 -1.7002
O 0.6929 -0.7684 2.0106
N -0.7788 0.7716 0.3761
N -2.0087 -0.3557 -1.1951
C 0.2847 0.9265 -0.5877
C -1.6618 -0.4422 0.2878
C 1.5122 -0.7390 0.8486
C 1.5918 0.6083 0.0893
H -2.6022 -0.2443 0.7880
H -0.3433 0.7680 1.2494
H 1.1296 -1.4792 0.1203
H 1.8597 1.4298 0.7765
H -2.6257 -1.0159 -1.7123
H -1.2166 -1.3666 0.7814
H 2.3688 0.5510 -0.6817
H 2.5548 -0.9911 1.0840
H 0.3522 1.9912 -0.7546
H -1.2922 0.1246 -1.7801
```

Energy relative to the best compared isomer or geometry (same formula, charge and spin), eV: 9.2467
Orbital gap, eV: 4.721
Multiplicity: 1
HOMO, eV: -8.40
Largest force on an atom, eV/A: 3.93

Here are the Mulliken charges for atoms 1 to 5, given in e: -0.6508 -0.6214 -0.2605 -0.4165 0.4899